1.
Below is a cluster of 12 separate species, C67H70O in total in a non-equilibrium geometry, with properties calculated with ωB97M-V with the def2-TZVPD basis set.

Output
largest force on an atom: 4.8 eV/A
E: -2670.14018 a.u.
HOMO level: -8.783 eV

XYZ file:
```
138
Properties=species:S:1:pos:R:3:lowdin_charge:R:1
C 4.6399 0.9190 -5.9817 -0.16
O 3.8057 2.0213 -6.2776 -0.14
H 5.5909 1.0612 -6.4872 0.08
H 4.9293 0.9803 -4.9461 0.07
H 4.0922 -0.0480 -6.1361 0.08
H 3.6758 2.0344 -7.2373 0.09
C -3.7899 1.4247 1.5819 -0.07
C -2.7036 1.8912 2.4118 -0.09
C -2.4282 3.2297 2.4667 -0.11
C -3.1834 4.1866 1.7856 -0.07
C -4.1653 3.7004 0.9161 -0.10
C -4.5178 2.3485 0.8400 -0.10
H -3.9858 0.3639 1.4731 0.09
H -2.3372 1.1737 3.1243 0.07
H -1.6507 3.5622 3.1119 0.08
H -3.0443 5.2330 1.8244 0.09
H -4.6031 4.4994 0.2703 0.11
H -5.2647 1.9134 0.1674 0.10
C -0.3923 5.9826 6.1635 -0.11
C 0.5953 5.0378 6.2376 -0.10
C 0.2566 3.6783 6.0891 -0.09
C -1.0638 3.2982 5.9726 -0.10
C -2.0799 4.2760 5.9724 -0.10
C -1.7787 5.6328 6.1127 -0.08
H -0.1637 7.0433 6.0897 0.10
H 1.6423 5.3627 6.2699 0.11
H 1.0381 3.0055 5.9247 0.08
H -1.3190 2.2604 5.8926 0.06
H -3.1876 3.9753 5.9030 0.13
H -2.5221 6.4410 6.1639 0.10
C -2.9496 -2.8649 -2.0525 -0.08
C -3.2857 -2.4870 -0.7946 -0.10
C -4.0536 -3.3268 0.0345 -0.08
C -4.4193 -4.5961 -0.3579 -0.11
C -4.1023 -5.0081 -1.6312 -0.12
C -3.3942 -4.1639 -2.4676 -0.08
H -2.4825 -2.1498 -2.7235 0.08
H -2.9815 -1.5174 -0.4814 0.09
H -4.2545 -3.0804 1.0518 0.09
H -5.1249 -5.2134 0.2638 0.12
H -4.4174 -5.9334 -2.0633 0.09
H -3.1408 -4.4667 -3.4826 0.10
C -4.0013 3.9133 -2.9136 -0.10
C -3.0076 4.7628 -3.3840 -0.08
C -1.7233 4.2818 -3.5449 -0.09
C -1.3722 2.9623 -3.2764 -0.06
C -2.3965 2.1388 -2.7712 -0.09
C -3.6652 2.6138 -2.6544 -0.13
H -5.0492 4.2689 -2.7310 0.12
H -3.1779 5.7989 -3.4986 0.09
H -0.9630 4.9226 -3.8307 0.08
H -0.3482 2.7179 -3.4344 0.08
H -2.2067 1.1484 -2.4876 0.07
H -4.4078 1.8461 -2.3917 0.11
C 1.9979 6.8003 -2.7931 -0.09
C 1.5372 6.0220 -1.7312 -0.10
C 1.6058 4.6637 -1.8325 -0.13
C 2.2082 4.0515 -2.9083 -0.07
C 2.6009 4.8664 -4.0006 -0.09
C 2.5203 6.1991 -3.9385 -0.12
H 1.9464 7.8890 -2.7400 0.10
H 1.0324 6.3969 -0.7908 0.12
H 1.1702 4.0736 -1.0477 0.09
H 2.2815 3.0198 -2.9680 0.07
H 3.0476 4.3679 -4.8327 0.09
H 2.7084 6.8199 -4.8116 0.11
C -0.3781 -2.0647 -4.4630 -0.12
C 1.0005 -2.1368 -4.3399 -0.08
C 1.7696 -0.9865 -4.6018 -0.09
C 1.1482 0.1570 -5.0763 -0.09
C -0.2393 0.1675 -5.2636 -0.11
C -1.0212 -0.9091 -4.9085 -0.11
H -0.9478 -2.9694 -4.2861 0.09
H 1.4530 -3.0273 -3.9625 0.07
H 2.8610 -1.0081 -4.4480 0.10
H 1.8551 0.9771 -5.3516 0.10
H -0.8198 1.0223 -5.6934 0.12
H -2.1410 -0.8797 -5.0047 0.12
C 1.1153 -4.3873 3.0199 -0.12
C 1.0165 -3.3845 3.9708 -0.10
C 2.1274 -2.4986 4.1455 -0.08
C 3.3714 -2.5741 3.4281 -0.05
C 3.4316 -3.7213 2.6171 -0.10
C 2.3502 -4.5525 2.3663 -0.11
H 0.2560 -5.0044 2.7133 0.11
H 0.0830 -3.1471 4.5409 0.11
H 1.9629 -1.6650 4.8128 0.08
H 4.1885 -1.9571 3.6753 0.08
H 4.3645 -3.8507 2.0673 0.09
H 2.5507 -5.2919 1.5829 0.09
C -3.1287 -0.6554 7.5666 -0.09
C -4.0117 -1.2332 6.6554 -0.09
C -3.6818 -1.4347 5.3193 -0.06
C -2.4079 -0.9673 4.9065 -0.09
C -1.5900 -0.2936 5.7826 -0.11
C -1.9422 -0.1612 7.1199 -0.10
H -3.4548 -0.5315 8.5852 0.10
H -4.9688 -1.5946 6.9003 0.08
H -4.3917 -1.8377 4.6036 0.10
H -2.2342 -0.9956 3.8651 0.07
H -0.8008 0.2862 5.4214 0.07
H -1.3082 0.3494 7.8374 0.11
C 5.7204 -2.7061 -0.7099 -0.12
C 6.5241 -2.3600 0.3378 -0.10
C 6.1306 -1.2953 1.1719 -0.10
C 4.9527 -0.5818 0.9340 -0.09
C 4.1718 -0.9383 -0.1768 -0.08
C 4.5718 -1.9899 -0.9589 -0.11
H 6.0119 -3.4652 -1.4416 0.11
H 7.5012 -2.8042 0.5281 0.10
H 6.8049 -0.8836 1.9268 0.10
H 4.5754 0.3155 1.4701 0.12
H 3.3445 -0.3400 -0.3908 0.08
H 3.9914 -2.2899 -1.8516 0.10
C 2.1781 -5.2948 -1.6219 -0.08
C 2.2421 -5.4871 -3.0283 -0.12
C 1.1706 -5.9563 -3.7551 -0.12
C -0.0013 -6.2877 -3.1131 -0.09
C -0.0763 -6.0853 -1.7436 -0.10
C 0.9421 -5.4995 -1.0381 -0.11
H 3.0350 -4.8249 -1.0998 0.10
H 3.1833 -5.3891 -3.5830 0.10
H 1.3844 -6.1271 -4.8444 0.12
H -0.8754 -6.6700 -3.5790 0.09
H -1.0693 -6.2343 -1.2865 0.11
H 0.8376 -5.2013 0.0815 0.11
C 0.0868 0.7273 -0.3559 -0.08
C 0.1331 -0.4045 -1.1627 -0.07
C 0.3156 -1.6648 -0.6067 -0.12
C 0.2712 -1.8966 0.7059 -0.06
C 0.1442 -0.7370 1.5181 -0.06
C 0.0014 0.5186 0.9759 -0.12
H -0.0644 1.7106 -0.8086 0.10
H -0.0155 -0.3946 -2.2395 0.08
H 0.5356 -2.4387 -1.2833 0.08
H 0.3448 -2.9131 0.9865 0.07
H -0.0227 -0.8957 2.5812 0.08
H -0.2355 1.3193 1.6763 0.09
```

***

2.
Below is a cluster of 17 separate species, C68H134Br2N6O42 in total in a non-equilibrium geometry, with properties calculated with ωB97M-V with the def2-TZVPD basis set.

Output
largest force on an atom: 5.4 eV/A
E: -11307.66775 a.u.
HOMO level: -8.431 eV

XYZ file:
```
252
Properties=species:S:1:pos:R:3:lowdin_charge:R:1
C 14.0604 -14.2850 0.3307 -0.14
O 14.1715 -13.8116 1.7005 -0.21
C 13.3097 -12.6283 1.7788 -0.18
C 13.7112 -11.9345 3.0508 -0.21
N 13.1412 -12.7055 4.1127 -0.06
C 13.6112 -12.4972 5.4852 -0.17
C 15.0230 -12.9964 5.6007 -0.24
O 15.1589 -14.3922 5.5128 -0.18
C 16.4975 -14.8583 5.3982 -0.10
H 14.5721 -15.2272 0.1346 0.07
H 14.6424 -13.5751 -0.2571 0.06
H 13.0190 -14.3482 0.0151 0.01
H 12.3048 -13.0456 1.8424 0.12
H 13.4579 -11.9102 0.9723 0.11
H 13.3156 -10.9217 3.1267 0.11
H 14.8010 -11.9562 3.0581 0.11
H 13.2924 -13.6561 3.8067 0.09
H 12.8767 -12.9391 6.1584 0.10
H 13.6430 -11.4134 5.5966 0.11
H 15.3962 -12.7304 6.5897 0.12
H 15.6590 -12.4892 4.8752 0.12
H 17.1522 -14.5616 4.5787 0.07
H 16.3997 -15.9336 5.2484 0.08
H 16.8925 -14.6169 6.3850 0.09
C 16.3411 -9.6698 -0.3820 -0.10
O 17.2798 -10.6406 0.0011 -0.16
C 16.7743 -11.6556 0.7792 -0.25
C 17.6896 -12.8423 0.6403 -0.23
N 17.3263 -13.8403 1.5709 -0.04
C 18.0164 -15.0845 1.2421 -0.20
C 17.5553 -16.2718 2.0722 -0.20
O 16.3979 -16.9731 1.5571 -0.21
C 16.3886 -18.3975 1.9045 -0.08
H 16.2553 -8.9809 0.4583 0.08
H 15.3671 -10.0736 -0.6583 0.08
H 16.7015 -9.0673 -1.2158 0.08
H 15.7260 -11.9258 0.6523 0.10
H 16.8833 -11.2395 1.7808 0.13
H 18.6724 -12.4531 0.9063 0.13
H 17.7023 -13.1008 -0.4185 0.12
H 16.3575 -14.1257 1.5691 0.08
H 19.0604 -14.9067 1.4998 0.12
H 17.9584 -15.3610 0.1894 0.12
H 17.3553 -16.1163 3.1324 0.09
H 18.3992 -16.9611 2.0468 0.11
H 16.6374 -18.5152 2.9592 0.08
H 17.0918 -18.9985 1.3279 0.08
H 15.3422 -18.7016 1.8818 0.08
C 11.1703 -5.5089 -2.6102 -0.09
O 10.1154 -5.7037 -3.5244 -0.20
C 10.5236 -6.0099 -4.8838 -0.19
C 11.1548 -4.8873 -5.6530 -0.22
N 12.5042 -4.6312 -5.2588 -0.08
C 13.6120 -5.5311 -5.6246 -0.15
C 14.2298 -5.0362 -7.0158 -0.20
O 14.6723 -3.6651 -6.8491 -0.21
C 15.3539 -3.1004 -8.0498 -0.06
H 11.8066 -4.6411 -2.7840 0.09
H 11.8484 -6.3494 -2.4628 0.07
H 10.6732 -5.4533 -1.6418 0.07
H 9.7084 -6.4131 -5.4846 0.11
H 11.1238 -6.9193 -4.9134 0.10
H 10.5591 -3.9745 -5.6407 0.13
H 11.1448 -5.1351 -6.7144 0.11
H 12.6777 -3.6391 -5.1831 0.11
H 13.2975 -6.5747 -5.6366 0.10
H 14.4485 -5.5054 -4.9262 0.10
H 13.5499 -5.0733 -7.8670 0.11
H 14.9916 -5.8031 -7.1561 0.11
H 14.7193 -2.8471 -8.8990 0.08
H 16.1517 -3.7922 -8.3200 0.08
H 15.8423 -2.1831 -7.7208 0.08
C 8.0236 -2.4427 0.7115 -0.11
O 8.0192 -3.8476 0.6406 -0.22
C 7.5631 -4.4305 -0.5769 -0.19
C 8.0317 -5.9325 -0.5566 -0.21
N 7.9168 -6.5603 -1.8257 -0.05
C 6.5217 -6.6820 -2.3396 -0.13
C 6.4174 -7.7385 -3.5034 -0.22
O 5.1171 -7.8361 -4.0054 -0.18
C 5.0257 -8.8658 -4.9517 -0.11
H 8.5322 -1.9669 -0.1270 0.09
H 8.6118 -2.1436 1.5791 0.09
H 7.0081 -2.0690 0.8431 0.09
H 8.0127 -3.9540 -1.4481 0.12
H 6.5224 -4.1515 -0.7418 0.12
H 7.4855 -6.4482 0.2332 0.10
H 9.0953 -5.9333 -0.3182 0.10
H 8.5962 -6.1412 -2.4444 0.07
H 6.2337 -5.7351 -2.7962 0.11
H 5.8693 -6.8326 -1.4795 0.10
H 6.7857 -8.6854 -3.1087 0.10
H 7.1716 -7.4870 -4.2491 0.12
H 4.0092 -9.1523 -5.2214 0.10
H 5.5620 -9.7363 -4.5740 0.07
H 5.6033 -8.5823 -5.8315 0.09
C 7.7643 -20.4377 -0.6249 -0.09
O 7.4071 -20.0525 0.7120 -0.19
C 7.7460 -18.7373 1.0683 -0.24
C 7.1833 -18.5766 2.4711 -0.17
N 7.4239 -17.1939 2.9100 -0.10
C 7.1497 -16.9045 4.2680 -0.21
C 7.9945 -15.6893 4.7912 -0.17
O 9.3147 -15.7970 4.2168 -0.21
C 10.1698 -14.6382 4.4043 -0.06
H 7.6955 -21.5206 -0.7284 0.08
H 8.7787 -20.1987 -0.9441 0.08
H 6.9847 -19.9931 -1.2435 0.09
H 7.3697 -17.9788 0.3819 0.11
H 8.8305 -18.6289 1.0820 0.11
H 7.7320 -19.1919 3.1841 0.12
H 6.1191 -18.7955 2.5580 0.13
H 8.4262 -17.0734 2.8761 0.09
H 7.6414 -17.7538 4.7423 0.10
H 6.0778 -16.9596 4.4583 0.12
H 8.0143 -15.7108 5.8808 0.12
H 7.4836 -14.7548 4.5590 0.10
H 9.6184 -13.8067 3.9652 0.07
H 11.1204 -14.7727 3.8882 0.08
H 10.3567 -14.4563 5.4626 0.09
C 13.9767 -7.8181 -2.8747 -0.07
O 13.0808 -8.5877 -3.7553 -0.22
C 12.8102 -9.9203 -3.2984 -0.18
C 11.3075 -10.0917 -3.7089 -0.18
N 11.1667 -10.5678 -5.1176 -0.04
C 9.7847 -10.5452 -5.6091 -0.18
C 8.8623 -11.7201 -4.9516 -0.16
O 8.5210 -11.4929 -3.5687 -0.22
C 7.8966 -12.5407 -2.8953 -0.11
H 14.0124 -6.7658 -3.1566 0.07
H 14.9557 -8.2966 -2.8995 0.08
H 13.6147 -7.9420 -1.8541 0.06
H 12.9183 -10.0224 -2.2186 0.10
H 13.5105 -10.6214 -3.7525 0.10
H 10.7611 -9.1949 -3.4169 0.12
H 10.9095 -10.8966 -3.0909 0.09
H 11.6191 -9.8422 -5.6550 0.09
H 9.7468 -10.7436 -6.6802 0.11
H 9.2575 -9.5921 -5.5673 0.10
H 9.3322 -12.6822 -5.1558 0.11
H 7.9186 -11.8607 -5.4787 0.10
H 7.0117 -12.7144 -3.5076 0.09
H 7.6340 -12.2933 -1.8668 0.08
H 8.4551 -13.4540 -2.6903 0.06
Br 12.4118 -14.0764 -2.6263 0.71
C 13.7995 -13.5270 -3.8798 -0.67
C 14.6815 -14.6909 -4.3555 -0.63
Br 15.6149 -15.7457 -2.9127 0.57
H 14.5061 -12.8980 -3.3385 0.05
H 13.5029 -13.0006 -4.7869 0.07
H 15.4692 -14.2222 -4.9455 0.06
H 14.1341 -15.3639 -5.0154 0.06
C 13.2811 -7.8651 4.8949 -0.07
C 14.0135 -6.5899 4.5357 -0.06
O 15.1653 -7.0992 3.8351 0.08
C 15.2906 -8.3610 3.9810 -0.67
O 16.2049 -9.0211 3.4843 0.11
O 14.3231 -8.8236 4.6599 0.09
H 12.4576 -8.1748 4.2514 0.11
H 12.9749 -7.8519 5.9409 0.14
H 14.3335 -6.0293 5.4140 0.14
H 13.4264 -5.9855 3.8443 0.11
C 4.5422 -6.1548 1.7440 -0.12
C 5.0667 -4.9708 2.5472 -0.12
O 3.9512 -4.5114 3.2353 0.08
C 2.8501 -4.8676 2.5933 -0.51
O 1.7230 -4.4201 2.7946 0.12
O 3.2376 -5.6492 1.5133 0.05
H 4.5871 -7.0740 2.3281 0.11
H 5.1569 -6.2771 0.8522 0.11
H 5.4522 -4.1632 1.9248 0.12
H 5.8054 -5.1950 3.3167 0.13
C 3.2277 -9.4809 3.6890 -0.13
C 4.4976 -9.9935 4.2780 -0.18
O 4.7793 -9.0497 5.2283 0.11
C 4.1034 -7.9307 4.9784 -0.55
O 4.2572 -6.8387 5.5516 0.12
O 3.2504 -8.1397 4.0161 0.08
H 2.4596 -9.9605 4.2957 0.14
H 3.0321 -9.7057 2.6405 0.14
H 5.3575 -9.9911 3.6081 0.11
H 4.3137 -11.0008 4.6515 0.14
C 4.9505 -10.4130 -1.2721 -0.12
C 3.9216 -9.3226 -0.9250 -0.05
O 4.3718 -8.8516 0.3586 0.06
C 5.6330 -9.2729 0.4853 -0.55
O 6.4229 -8.9353 1.4061 0.08
O 6.0176 -10.0170 -0.5152 0.08
H 5.0788 -10.3519 -2.3528 0.12
H 4.6071 -11.4091 -0.9932 0.13
H 2.9094 -9.6697 -0.7173 0.14
H 3.9980 -8.5963 -1.7342 0.12
C 10.1549 -11.3613 6.2556 -0.09
C 10.3019 -10.7024 4.8757 -0.11
O 8.9502 -10.5611 4.6356 0.07
C 8.2182 -11.3846 5.3463 -0.65
O 7.0077 -11.4310 5.2945 0.14
O 8.9666 -12.0688 6.0955 0.10
H 9.9791 -10.6131 7.0284 0.15
H 10.9969 -11.9999 6.5227 0.11
H 10.6878 -11.3546 4.0922 0.12
H 10.8608 -9.7673 4.9121 0.12
C 15.0653 -5.7583 -0.1269 -0.14
C 15.3883 -5.2758 1.2795 -0.12
O 14.1221 -5.1276 1.8115 0.02
C 13.0960 -5.5403 0.9613 -0.42
O 11.8819 -5.5433 1.2222 0.11
O 13.6769 -5.8428 -0.2450 0.05
H 15.6007 -6.6929 -0.2944 0.12
H 15.4762 -5.1101 -0.9009 0.13
H 15.8781 -4.3091 1.1629 0.14
H 15.9166 -6.0325 1.8595 0.13
C 5.3566 -12.8483 2.3683 -0.08
C 6.1131 -13.6076 1.2356 -0.11
O 5.1321 -13.5969 0.2274 0.02
C 3.8855 -13.5681 0.8653 -0.54
O 2.8143 -13.8379 0.3278 0.12
O 4.0268 -13.2823 2.1299 0.09
H 5.4032 -11.7624 2.2863 0.11
H 5.7358 -13.1273 3.3514 0.12
H 6.2563 -14.6651 1.4576 0.13
H 7.0829 -13.1546 1.0297 0.11
C 9.7630 -9.3985 -0.3894 -0.05
C 9.6043 -9.4430 1.1167 -0.17
O 10.8436 -9.2067 1.6500 0.03
C 11.7434 -8.8316 0.6707 -0.50
O 12.9187 -8.6181 0.8685 0.13
O 11.0895 -8.7591 -0.5217 0.05
H 8.9720 -8.7950 -0.8347 0.11
H 9.7226 -10.4056 -0.8045 0.12
H 9.3709 -10.4364 1.4998 0.13
H 8.8251 -8.7534 1.4415 0.11
C 10.3210 -6.4094 3.7725 -0.15
C 9.0159 -5.7219 3.5036 -0.09
O 8.1205 -6.4151 4.3867 0.08
C 8.8172 -7.0713 5.3072 -0.57
O 8.3394 -7.6146 6.2842 0.15
O 10.1196 -7.0167 5.0358 0.06
H 11.0680 -5.6200 3.8552 0.12
H 10.5291 -7.0908 2.9475 0.11
H 8.6709 -5.8005 2.4727 0.12
H 9.1596 -4.6688 3.7455 0.14
C 10.2154 -16.4197 -0.5537 -0.11
C 8.9905 -15.8320 -1.3019 -0.14
O 8.6587 -14.6913 -0.5912 0.03
C 9.5745 -14.5505 0.4328 -0.57
O 9.4724 -13.7489 1.2828 0.17
O 10.4649 -15.5257 0.4770 0.08
H 11.0637 -16.3355 -1.2329 0.10
H 9.9784 -17.4005 -0.1415 0.11
H 8.1882 -16.5678 -1.2474 0.12
H 9.1461 -15.6120 -2.3580 0.12
```

***

- E of number 1 (C67H70O)?
  -2670.14018 a.u.

***

- Which of these has the lowest E?
  C68H134Br2N6O42